No. 1
99
Properties=species:S:1:pos:R:3:forces:R:3 method="wB97M-V/def2-TZVPD" orbital_gap_ha="0.1909 / 0.2402" s_squared=6.0518 e_lumo_ev="-5.49 / -4.46" charge=+1 multiplicity=5
O 5.174795 1.347766 -0.353400 1.4 0.1 0.3
V 1.818013 -0.944967 -2.004259 1.2 -1.2 0.1
H -5.025537 5.105723 1.194898 -0.6 -0.6 0.0
H -3.624582 -3.123751 1.933108 0.0 -0.3 0.0
O 1.151393 -2.819187 -2.865247 0.5 0.9 0.3
C -3.209334 -4.541676 -1.668522 -1.2 -0.9 -1.1
H 2.056487 2.737275 1.968787 0.4 0.0 0.0
H -0.379828 2.490933 4.674462 0.3 0.3 0.5
H -3.690470 -6.161429 -0.292349 0.1 0.1 -0.4
H 1.571844 -0.898625 -6.048368 1.0 0.0 -0.6
H -0.168109 5.748116 5.341298 0.2 0.2 0.6
C 0.144800 4.402169 3.803332 1.7 0.9 -1.6
O 2.753651 -2.516184 -0.936864 -0.6 1.1 -0.9
C 3.247157 3.626717 -2.507107 0.7 -0.1 -0.2
H 1.008348 -6.796019 0.555731 0.2 -0.3 -0.1
H -4.699958 0.298733 2.691409 -0.1 -0.3 0.2
H 6.099324 -0.274224 -1.352071 -1.1 -0.3 0.2
H 1.243230 5.045093 -1.813842 -0.8 0.5 0.4
O -1.464013 0.630426 -4.352372 1.8 0.0 0.3
C 1.461311 0.177421 -6.182531 0.8 -1.3 0.7
H -0.784865 2.526313 3.075667 -0.3 0.7 -0.6
H 2.401208 -4.178222 4.187887 -1.1 -0.2 -0.2
H -4.538977 5.597424 -0.382016 0.8 0.3 0.3
O 2.750011 -1.347223 3.232300 -0.2 -0.8 0.1
H -1.588262 -3.411457 -2.342128 0.1 0.4 0.4
H 0.628156 -2.863923 -3.689112 0.5 0.3 0.7
O 3.564751 1.879653 0.908499 1.9 -0.7 -1.2
H -4.623103 -4.710778 -0.043771 -0.2 0.2 -0.4
H -2.259183 2.273549 1.041288 0.5 0.6 0.2
C -3.275675 4.048671 0.493327 1.0 0.9 -1.5
V 2.132748 -4.313422 -1.863252 -2.2 0.9 2.9
H 1.615851 5.396303 5.182386 -0.3 0.3 -0.4
O 1.586760 1.974255 -2.138219 0.1 0.2 -0.7
C 1.901973 3.153418 -2.062098 -1.1 -0.9 0.4
C 2.126114 -2.365229 2.989111 1.6 0.3 -0.6
C 5.825200 0.776285 -1.449000 1.6 -0.6 -1.7
O 0.591838 -0.322199 -3.682414 -2.9 1.1 -2.3
H 1.641748 0.530063 -7.198007 -0.5 -0.2 0.1
H -4.739335 -0.863108 1.350110 0.6 -0.2 -0.1
H -2.982133 -4.718862 0.434221 0.2 -0.1 0.1
H 0.219049 -3.104856 2.722992 -0.3 -0.4 -0.9
C -4.644926 -0.758256 2.430936 1.0 -1.1 0.9
H -5.478131 -1.351040 2.808403 -0.3 0.3 0.2
C -3.346525 -1.397872 3.103520 1.2 2.8 -0.3
C -3.643953 -5.074262 -0.355586 0.3 0.1 1.7
H -1.782123 3.375239 4.307448 0.0 0.4 -0.3
H -2.642112 -3.513760 3.340848 0.3 0.4 0.1
H 2.129871 0.686716 -5.488442 -0.1 0.1 0.1
H -2.465067 -2.906266 -0.764607 1.1 0.6 -0.1
C -2.518721 -3.236721 -1.801921 -0.4 0.4 1.2
O 0.435533 -0.436572 -0.787584 2.3 -1.2 -2.1
O -2.204488 4.542626 0.139318 -1.7 -0.3 0.6
H 6.837563 1.155067 -1.589605 -0.1 0.9 0.8
O 0.545004 4.858468 2.702456 -1.3 -1.5 3.3
C -0.242382 0.121234 -4.550125 2.4 1.2 1.6
H -1.334571 1.483502 -2.238295 1.1 0.4 -1.1
C -3.283634 2.626800 0.923825 1.6 -1.1 0.4
C -0.772926 3.192287 3.938473 0.5 -0.9 -0.1
H 4.089382 -0.723069 -3.890385 -0.9 -0.1 0.6
O -3.489952 -5.167205 -2.656904 0.1 -0.5 -0.9
O 0.111156 0.339317 -5.812983 -1.9 0.6 0.9
H -3.504823 2.046848 0.027811 -1.2 -0.2 0.2
C 0.603241 4.993011 5.189847 -0.3 -0.7 -1.6
H -3.718627 2.337172 1.880375 -0.9 0.1 -0.5
O 3.371489 -0.666619 -3.230116 -2.5 -0.7 1.6
C 2.248879 1.866396 1.342165 -2.0 -0.3 0.3
H -0.409721 -0.531533 -0.306912 0.8 -0.2 -0.6
H -0.618414 -6.210372 0.403388 -0.3 0.2 0.2
O -2.651930 -0.666085 3.826212 -1.5 -1.9 -1.1
C 2.680201 -3.820062 3.196942 -0.3 1.3 0.4
H 3.624136 4.503808 -1.981084 -0.1 -0.3 0.5
H 0.606060 4.211509 5.949688 -0.5 0.2 0.0
H 5.360044 1.024364 -2.403029 -0.6 -0.4 0.2
H -1.994169 -2.535837 1.942013 0.3 -0.1 0.3
H 0.517526 -5.573444 1.674299 -0.5 -0.1 0.3
C -1.905851 0.981306 -3.019034 -1.6 -1.8 0.8
H 0.873747 -2.264713 1.195278 0.1 -0.6 0.0
H -0.040904 3.784563 -1.313243 0.2 0.3 0.1
C -2.842830 -2.746945 2.592640 -1.3 0.4 -0.3
H 1.457865 4.106778 -0.341386 -0.4 0.3 0.4
O 3.167894 0.374251 -0.776247 1.2 0.2 1.3
C -4.631458 4.718114 0.255445 0.9 1.0 -0.6
H 3.231498 -2.349216 -0.101214 -0.4 0.0 -0.7
H -2.152857 0.026003 -2.555906 -0.1 -0.2 0.2
C 0.398268 -5.896704 0.640190 0.9 0.2 -0.6
C 3.939638 1.083539 -0.111373 -3.1 0.6 0.1
H -3.164332 -2.507903 -2.291930 0.0 -0.2 -0.4
H 3.363654 3.931467 -3.547133 -0.6 -0.3 -0.3
H 3.869210 2.741192 -2.376780 0.4 0.3 0.0
H 2.268193 -4.371705 2.351932 0.2 -0.6 0.4
H 3.750326 -3.956762 3.352618 0.3 0.7 -0.9
O 0.855223 -4.853246 -0.186220 1.4 0.4 -2.1
C 0.793198 -2.290007 2.282007 -0.6 0.0 1.4
H -5.280838 4.159400 -0.418526 -0.4 -0.8 1.0
H 2.045631 0.961407 1.914682 0.0 -0.1 0.0
H 1.564640 1.928217 0.495938 -0.1 -0.2 0.0
H 0.233122 -1.414197 2.609673 0.3 0.4 0.0
H -2.871412 1.471452 -3.143732 0.3 0.2 -0.3
C 1.003087 4.097356 -1.331936 1.2 0.1 -0.8

=====

No. 2
9
Properties=species:S:1:pos:R:3:forces:R:3 method="wB97M-V/def2-TZVPD" orbital_gap_ha=0.3515 smiles="O/N=C/NS" e_lumo_ev=0.81 multiplicity=1 de_lowest_kcal_mol=60.4
C -0.261260 0.564283 -0.138191 0.1 -0.7 -0.1
O -2.187304 -0.470308 -0.173818 -0.5 0.1 0.0
N -0.802685 -0.593836 -0.150101 0.7 0.7 0.2
H -0.838978 1.480685 -0.144025 -0.1 0.1 0.1
H 1.790090 -1.211442 0.935711 -0.1 -0.1 0.2
N 1.117168 0.711713 -0.184042 0.3 0.0 0.1
S 2.137754 -0.644949 -0.228181 0.0 0.2 -0.2
H -2.492788 -1.380056 -0.141474 0.0 -0.1 0.0
H 1.537999 1.543907 0.224120 -0.5 -0.4 -0.2

=====

No. 3
11
Properties=species:S:1:pos:R:3:forces:R:3 method="wB97M-V/def2-TZVPD" orbital_gap_ha="0.3051 / 0.3330" e_lumo_ev="-1.29 / -0.33" multiplicity=1 de_lowest_kcal_mol=139.3
C 1.149815 -0.974995 0.245902 0.2 -1.9 -0.6
H -2.222050 1.834804 0.090313 0.9 0.2 0.5
H -2.518395 0.618459 -0.762673 0.4 -1.5 -0.7
H -0.733412 -1.644914 0.099278 -1.1 0.2 -0.1
N -1.883613 0.886643 -0.040795 -3.6 2.0 0.4
N 0.285671 1.600959 0.095929 0.8 0.6 0.0
F 3.137060 -0.234626 -0.391165 -0.2 0.0 0.3
C -0.558712 0.686975 -0.024140 0.8 -1.8 0.0
N 2.044575 0.033736 0.433032 0.2 0.3 0.0
C -0.153817 -0.746513 0.070476 1.3 0.6 0.1
H 1.452873 -2.060528 0.183842 0.3 1.4 0.1